Model i:
4 unconnected molecules or ions with the total composition H8O4. Source: OMol25; level of theory: ωB97M-V/def2-TZVPD.

Element x y z (Å)
O -0.2070 -0.5638 -0.8591
H -0.5553 -0.7939 0.0022
H -0.6120 -1.1918 -1.4573
O -0.6324 -1.1996 1.6665
H -0.2535 -0.8753 2.4834
H -1.3209 -1.8038 1.9444
O -0.7873 2.4523 -1.3966
H -1.0264 1.5479 -1.5993
H -1.5030 2.7724 -0.8475
O 2.4780 -0.3960 0.2250
H 2.8735 0.3766 -0.1785
H 1.5464 -0.3251 0.0169

Summary:
HOMO-LUMO gap (spin up / spin down) ... 3.140 / 11.284 eV
2S+1 ... 2
Expectation value of S² ... 0.750
Charge ... -1

Model ii:
4 unconnected molecules or ions with the total composition H8O4. Source: OMol25; level of theory: ωB97M-V/def2-TZVPD.

Element x y z (Å)
O -2.8190 0.5539 0.5527
H -1.9720 0.9541 0.3563
H -3.4459 1.2741 0.4864
O 1.9792 -0.2243 0.2419
H 2.5268 -0.1245 1.0207
H 2.3669 0.3689 -0.4016
O -0.3757 1.3496 -0.3511
H 0.3246 0.7007 -0.2824
H -0.1339 1.8846 -1.1071
O 0.7125 -2.5604 -0.2947
H 1.0681 -1.7697 0.1109
H -0.2316 -2.4071 -0.3321

Summary:
HOMO-LUMO gap (spin up / spin down) ... 3.318 / 11.139 eV
2S+1 ... 2
Expectation value of S² ... 0.750
Charge ... -1

Model iii:
4 unconnected molecules or ions with the total composition H8O4. Source: OMol25; level of theory: ωB97M-V/def2-TZVPD.

Element x y z (Å)
O -0.8200 -2.2924 0.3703
H -1.3008 -2.3854 1.1928
H -0.4298 -1.4196 0.4179
O -0.2356 0.6439 0.8336
H -0.7731 1.0888 1.4889
H -0.5663 0.9641 -0.0056
O 2.6931 -0.3486 0.0275
H 3.4325 0.1969 0.2958
H 1.9901 -0.1148 0.6336
O -1.3296 1.0264 -1.4137
H -0.5735 1.3103 -1.9275
H -2.0872 1.3304 -1.9136

Summary:
HOMO-LUMO gap (spin up / spin down) ... 3.016 / 11.179 eV
2S+1 ... 2
Expectation value of S² ... 0.750
Charge ... -1

Which structure is the most stable? The one labeled model ii.

Model i:
A gas-phase ion, C4H8N3S (charge +1). Source: OMol25; level of theory: ωB97M-V/def2-TZVPD.

Element x y z (Å)
C -0.4518 0.4325 -0.7360
C 2.7024 -0.2600 0.2649
C 1.6795 -1.0615 -0.5907
C -2.5981 0.6546 0.4544
N 1.9406 2.0439 -0.0085
N 2.4253 1.0660 0.2082
N -1.5687 1.0230 -0.4949
S -0.0073 -0.9842 0.1055
H 2.6643 -0.5785 1.3157
H 3.7192 -0.4336 -0.1025
H 1.6367 -0.6619 -1.6013
H 1.9982 -2.1030 -0.6032
H -2.1620 0.5115 1.4442
H -3.0748 -0.2800 0.1586
H -3.3405 1.4443 0.5017
H -1.7541 1.8543 -1.0444

Summary:
HOMO-LUMO gap ... 6.731 eV
2S+1 ... 1
Charge ... +1

Model ii:
2 unconnected molecules or ions with the total composition C4H8N3S. Source: OMol25; level of theory: ωB97M-V/def2-TZVPD.

Element x y z (Å)
C 2.6208 -0.6166 -0.5479
C 1.4586 -0.5614 0.1658
C 0.9357 0.7301 -0.0182
C -1.4268 1.5778 1.5912
N 3.1104 0.5406 -1.0460
N 0.6735 -1.5183 0.7286
N -2.1426 1.9333 0.5388
S 2.1165 1.8250 -0.7996
H 3.3403 -1.4042 -0.5712
H -2.0161 1.8759 2.5738
H 0.0497 1.2076 0.4264
H 0.8672 -2.4839 0.4728
H 0.7234 -1.5880 1.7410
H -0.3791 -1.3661 0.5012
H -1.6755 1.6601 -0.3215
H -3.1727 2.1590 0.5732

Summary:
HOMO-LUMO gap ... 8.375 eV
2S+1 ... 1
Charge ... +1

Which structure is the most stable? The one labeled model i.